No. 1
A structure of composition C14H17ClF5N4O8S2TeW at a distorted geometry, computed with ωB97M-V/def2-TZVPD.

Its HOMO energy (alpha / beta) is -11.23 / -11.03 eV. As for the relative energy (zero: lowest compared OMol25 entry of this formula, charge and spin): 137.0 kcal/mol. The net charge is +1. The frontier orbital gap (alpha / beta) comes out at 5.5 / 5.1 eV.

CARTESIAN COORDINATES (ANGSTROEM)
W: -0.112 0.108 0.119
O: 1.586 0.102 1.377
Cl: 1.259 1.453 1.949
O: 1.182 1.379 3.360
O: -0.182 1.688 1.416
O: 1.087 1.295 -0.614
C: 0.741 -1.895 -5.094
C: -0.050 -0.650 -4.664
C: -0.066 -0.434 -3.243
N: -0.081 -0.259 -2.117
H: 0.702 -1.964 -6.178
H: 0.306 -2.797 -4.669
H: 1.782 -1.829 -4.786
H: -1.095 -0.748 -4.971
H: 0.368 0.248 -5.125
S: -0.104 2.487 -1.378
C: 0.172 3.907 -0.398
N: 1.162 4.722 -0.713
C: 1.310 6.041 -0.102
C: -0.077 6.567 0.246
C: -0.798 5.563 1.131
N: -0.703 4.233 0.531
H: 1.774 4.437 -1.465
H: 1.805 6.697 -0.815
H: 1.934 5.968 0.792
H: -0.641 6.713 -0.676
H: 0.003 7.522 0.761
H: -1.854 5.817 1.210
H: -0.377 5.547 2.138
H: -1.341 3.507 0.841
F: -0.939 -3.954 -0.639
Te: -1.452 -2.390 0.305
F: -0.780 -3.493 1.770
F: -0.621 -0.582 1.911
F: -3.264 -3.248 -0.084
F: -1.878 -1.874 -1.628
O: 0.330 -1.682 -0.104
O: -2.518 0.948 -2.090
C: -2.984 0.560 -1.042
N: -2.174 0.281 0.081
S: -3.172 0.036 1.481
O: -3.064 -1.301 2.003
O: -2.919 1.149 2.339
C: -4.694 0.154 0.592
C: -5.974 -0.059 1.051
C: -7.000 -0.004 0.115
C: -6.736 0.243 -1.228
C: -5.439 0.435 -1.679
C: -4.415 0.383 -0.749
H: -6.172 -0.273 2.092
H: -8.018 -0.173 0.438
H: -7.557 0.287 -1.931
H: -5.217 0.594 -2.725


No. 2
A cluster of 3 separate species, C4H5NO2S in total at a distorted geometry, computed with ωB97M-V/def2-TZVPD.

Its HOMO energy is -9.10 eV. As for the relative energy (zero: lowest compared OMol25 entry of this formula, charge and spin): 186.0 kcal/mol. The frontier orbital gap comes out at 7.9 eV.

CARTESIAN COORDINATES (ANGSTROEM)
C: -1.240 -0.506 0.110
C: 0.212 -0.212 -0.114
C: 1.126 -0.429 0.982
C: 0.743 0.805 -0.927
H: -2.025 -1.092 -0.761
H: -1.819 0.461 0.139
H: -1.554 -0.875 1.123
H: -0.114 -1.113 2.395
H: -1.167 1.827 -2.274
N: 2.214 0.367 0.653
O: 1.091 -1.365 1.943
O: 1.998 1.032 -0.495
S: 0.535 1.100 -2.773


No. 3
A structure of composition C31H48Br2Cl3F3N2O4 at a distorted geometry, computed with ωB97M-V/def2-TZVPD.

Its HOMO energy is -8.47 eV. The frontier orbital gap comes out at 8.0 eV.

CARTESIAN COORDINATES (ANGSTROEM)
C: -5.384 0.856 -3.090
C: -5.380 -0.778 -2.925
C: -4.285 -1.373 -4.007
C: -3.165 -2.199 -3.132
C: -2.224 -1.201 -2.174
C: -1.464 -2.171 -1.043
C: 0.072 -2.427 -1.496
C: 1.253 -1.875 -0.507
C: 2.636 -2.102 -1.445
C: 2.875 -0.884 -2.515
C: 4.085 0.162 -2.089
O: 4.653 0.716 -3.362
C: 3.955 1.953 -3.747
C: 1.569 -2.800 0.810
C: 0.308 -3.591 1.471
C: -0.500 -4.874 0.764
C: -1.761 -5.671 1.436
C: -2.346 -5.242 2.923
C: -1.554 -4.016 3.684
C: -0.263 -3.204 2.996
C: 0.388 -2.025 3.951
O: 1.274 -0.426 -0.283
C: 0.327 0.072 0.689
C: 0.821 1.553 1.289
N: 2.330 1.489 1.356
C: 0.303 1.624 2.878
C: -1.311 1.420 3.051
C: -2.125 2.701 3.663
F: -1.310 3.662 4.439
Br: -3.288 3.609 2.254
C: -3.224 2.064 4.752
F: -3.989 0.928 4.189
F: -2.510 1.692 6.028
Br: -4.456 3.581 5.228
N: 0.257 2.728 0.526
C: 0.719 4.064 1.061
C: 2.222 4.711 0.915
O: -0.183 4.815 1.754
C: 0.456 2.621 -0.968
C: -0.912 2.429 -1.885
O: 1.609 2.712 -1.634
H: -6.491 1.229 -3.006
H: -4.970 1.228 -4.124
H: -4.667 1.288 -2.264
H: -5.019 -1.095 -1.837
H: -6.456 -1.265 -3.048
H: -4.871 -2.177 -4.663
H: -3.847 -0.574 -4.741
H: -3.746 -2.972 -2.462
H: -2.524 -2.818 -3.898
H: -2.867 -0.352 -1.690
H: -1.467 -0.694 -2.918
H: -1.632 -1.809 0.057
H: -2.033 -3.217 -1.128
H: 0.276 -3.593 -1.653
H: 0.283 -1.946 -2.568
H: 2.684 -3.180 -1.902
H: 3.532 -2.039 -0.659
H: 3.249 -1.399 -3.525
H: 1.889 -0.299 -2.818
H: 3.733 1.047 -1.405
H: 4.993 -0.373 -1.546
H: 4.430 2.361 -4.758
H: 2.808 1.833 -3.949
H: 4.135 2.812 -2.950
H: 2.148 -2.090 1.576
H: 2.375 -3.635 0.526
H: -0.147 -5.257 -0.310
H: -2.338 -6.562 0.900
H: -3.239 -5.760 3.478
H: -1.934 -3.702 4.762
H: 1.285 -1.449 3.470
H: -0.425 -1.291 4.403
H: 0.840 -2.598 4.897
H: 0.031 -0.627 1.572
H: -0.687 0.317 0.109
H: 2.678 1.782 2.297
H: 2.799 2.001 0.577
H: 0.755 2.561 3.410
H: 0.817 0.678 3.394
H: -1.486 0.515 3.802
H: -1.876 1.105 2.054
H: 2.873 4.240 0.063
H: 2.785 4.465 1.938
H: 2.203 5.903 0.869
H: -0.833 3.179 -2.786
H: -1.836 2.708 -1.223
H: -0.979 1.342 -2.312
C: 6.441 2.984 -0.077
Cl: 6.710 4.615 0.561
Cl: 7.863 1.965 0.200
Cl: 5.002 2.258 0.658
H: 6.276 3.059 -1.155


No. 4
A structure of composition C18H38N5O2SSiY, computed with ωB97M-V/def2-TZVPD.

Its HOMO energy is -12.00 eV. As for the relative energy (zero: lowest compared OMol25 entry of this formula, charge and spin): 12.7 kcal/mol. The net charge is +2. The frontier orbital gap comes out at 6.2 eV.

CARTESIAN COORDINATES (ANGSTROEM)
Y: -0.193 0.389 -0.680
N: 2.364 -0.353 -0.034
C: 2.271 -0.720 1.401
C: 3.584 -0.979 2.148
C: 4.767 -0.039 1.900
C: 4.630 1.382 2.458
N: 4.192 1.429 3.852
C: 4.969 1.228 4.910
N: 4.409 1.023 6.102
N: 6.299 1.232 4.810
C: 1.334 0.319 2.020
O: 1.621 0.987 2.999
O: 0.221 0.442 1.364
H: 2.835 -1.089 -0.554
H: 2.939 0.478 -0.156
H: 1.701 -1.654 1.426
H: 3.906 -1.989 1.885
H: 3.356 -1.017 3.214
H: 4.984 0.032 0.831
H: 5.653 -0.502 2.339
H: 3.901 1.969 1.899
H: 5.572 1.922 2.355
H: 3.191 1.255 3.957
H: 3.408 1.016 6.204
H: 4.961 0.971 6.941
H: 6.754 1.486 3.951
H: 6.879 1.160 5.629
S: 0.438 5.040 0.325
C: 0.487 4.842 -1.368
C: 0.469 3.526 -1.675
N: 0.424 2.677 -0.584
C: 0.401 3.373 0.541
H: 0.519 5.684 -2.041
H: 0.490 3.124 -2.679
H: 0.338 2.917 1.519
C: -3.279 -1.051 1.345
Si: -2.993 0.011 -0.180
C: -3.736 1.746 0.174
C: -3.425 2.749 -0.936
C: -3.119 2.246 1.485
C: -5.260 1.686 0.372
C: -3.583 -0.929 -1.744
C: -3.122 -0.243 -3.030
C: -5.113 -1.096 -1.783
C: -2.946 -2.321 -1.696
H: -4.342 -1.147 1.586
H: -2.782 -0.615 2.213
H: -2.887 -2.059 1.206
H: -2.344 2.888 -1.083
H: -3.832 3.734 -0.683
H: -3.854 2.462 -1.896
H: -2.025 2.235 1.471
H: -3.432 1.640 2.337
H: -3.442 3.275 1.680
H: -5.784 1.391 -0.537
H: -5.642 2.671 0.660
H: -5.537 0.986 1.163
H: -3.527 0.761 -3.152
H: -3.424 -0.826 -3.906
H: -2.020 -0.166 -3.083
H: -5.619 -0.143 -1.935
H: -5.494 -1.541 -0.861
H: -5.407 -1.753 -2.608
H: -1.852 -2.277 -1.561
H: -3.127 -2.854 -2.634
H: -3.347 -2.931 -0.887


No. 5
A structure of composition C4H9N2 at a distorted geometry, computed with ωB97M-V/def2-TZVPD.

Its HOMO energy is -16.12 eV. As for the relative energy (zero: lowest compared OMol25 entry of this formula, charge and spin): 110.5 kcal/mol. The net charge is +1. The frontier orbital gap comes out at 12.0 eV.

CARTESIAN COORDINATES (ANGSTROEM)
C: 2.478 0.006 0.682
C: 1.334 -0.656 1.143
C: -1.460 0.008 0.513
C: 0.220 0.650 -1.016
N: 1.737 0.594 1.502
N: -0.156 -0.387 -0.091
H: 3.339 0.036 0.039
H: 1.154 -1.545 1.521
H: -1.249 0.694 1.313
H: -2.145 0.259 -0.212
H: -1.968 -0.810 1.003
H: 1.103 0.352 -1.696
H: -0.555 0.950 -1.673
H: 0.608 1.568 -0.584
H: -0.300 -1.147 -0.662


No. 6
A cluster of 2 separate species, C2H6NO3 in total at a distorted geometry, computed with ωB97M-V/def2-TZVPD.

Its HOMO energy is -4.74 eV. As for the relative energy (zero: lowest compared OMol25 entry of this formula, charge and spin): 10.7 kcal/mol. The net charge is -1. The frontier orbital gap comes out at 9.2 eV.

CARTESIAN COORDINATES (ANGSTROEM)
N: -0.381 1.628 -0.101
C: -1.441 0.678 0.021
O: -1.257 -0.248 1.077
H: -0.205 1.970 0.836
H: 0.472 1.279 -0.526
H: -2.413 1.129 0.259
H: -1.532 0.152 -0.946
H: -0.462 -0.842 0.821
O: 0.775 -1.714 0.287
C: 1.812 -1.416 -0.380
O: 2.075 -0.379 -1.002
H: 2.558 -2.237 -0.347


No. 7
A cluster of 8 separate species, C27H59N5O12S2 in total at a distorted geometry, computed with ωB97M-V/def2-TZVPD.

Its HOMO energy is -8.52 eV. As for the SMILES: O=S1(=O)CCCC1.O=S1(=O)CCCC1.CCOC(=O)OC.CNC(C)=O.CNC(C)=O.CNC(C)=O.CNC(C)=O.CNC(C)=O. As for the relative energy (zero: lowest compared OMol25 entry of this formula, charge and spin): 110.4 kcal/mol. The frontier orbital gap comes out at 8.9 eV.

CARTESIAN COORDINATES (ANGSTROEM)
O: -0.648 -2.288 5.936
S: -0.142 -3.652 6.165
O: 0.163 -4.166 7.465
C: -1.164 -4.852 5.248
C: -0.579 -5.094 3.865
C: 0.645 -4.197 3.668
C: 1.280 -3.919 5.091
H: -2.165 -4.431 5.336
H: -1.185 -5.759 5.852
H: -0.104 -6.072 3.787
H: -1.177 -5.193 2.959
H: 0.361 -3.336 3.062
H: 1.385 -4.736 3.077
H: 1.652 -2.903 4.957
H: 2.059 -4.551 5.517
O: -1.685 -5.221 -0.045
S: -3.127 -5.070 -0.099
O: -3.951 -4.948 -1.311
C: -3.662 -6.690 0.702
C: -4.285 -6.243 2.044
C: -4.950 -4.886 1.872
C: -3.919 -3.946 1.147
H: -2.760 -7.298 0.772
H: -4.332 -7.153 -0.023
H: -5.013 -7.011 2.304
H: -3.482 -6.290 2.780
H: -5.167 -4.425 2.836
H: -5.848 -5.103 1.293
H: -3.319 -3.689 2.020
H: -4.339 -3.125 0.567
C: -1.884 -0.694 0.967
C: -0.441 -0.436 0.674
O: 0.032 0.950 0.928
C: 0.641 1.738 -0.059
O: 1.306 1.297 -1.024
O: 0.477 2.996 0.270
C: 1.265 3.992 -0.426
H: -2.141 -1.751 0.900
H: -2.358 -0.048 0.229
H: -2.176 -0.383 1.971
H: -0.211 -0.789 -0.331
H: 0.151 -1.185 1.200
H: 2.310 3.894 -0.132
H: 0.961 4.948 0.000
H: 1.063 3.941 -1.496
C: 1.720 0.251 3.657
N: 0.840 1.378 3.892
C: 1.152 2.638 3.619
C: 0.112 3.715 4.043
O: 2.274 2.958 3.230
H: 2.146 -0.050 4.614
H: 2.502 0.228 2.898
H: 1.012 -0.572 3.550
H: -0.104 1.239 4.224
H: 0.566 4.700 4.153
H: -0.347 3.413 4.985
H: -0.594 3.775 3.215
C: 3.049 3.903 -6.074
N: 3.942 3.742 -4.813
C: 3.429 3.128 -3.779
C: 4.395 2.592 -2.757
O: 2.223 2.861 -3.702
H: 1.976 3.802 -5.912
H: 3.334 3.026 -6.657
H: 3.198 4.797 -6.679
H: 4.869 4.107 -4.983
H: 5.415 2.972 -2.698
H: 4.544 1.516 -2.841
H: 4.036 2.844 -1.759
C: 3.472 -0.580 -0.095
N: 3.164 -1.984 -0.315
C: 2.621 -2.767 0.607
C: 2.291 -4.206 0.159
O: 2.422 -2.423 1.731
H: 2.636 -0.186 0.482
H: 3.563 -0.037 -1.035
H: 4.404 -0.627 0.468
H: 3.336 -2.362 -1.236
H: 2.671 -4.768 1.012
H: 2.882 -4.515 -0.704
H: 1.242 -4.416 -0.048
C: 0.203 1.879 -5.620
N: -0.148 0.954 -4.602
C: -1.009 0.078 -4.372
C: -1.008 -0.588 -2.950
O: -1.898 -0.207 -5.219
H: 1.292 1.887 -5.560
H: -0.172 2.897 -5.510
H: 0.034 1.488 -6.624
H: 0.564 1.096 -3.899
H: -0.852 -1.662 -3.052
H: -1.826 -0.475 -2.240
H: -0.321 0.022 -2.363
C: -2.319 9.090 -3.185
N: -2.158 7.755 -2.653
C: -1.976 6.644 -3.278
C: -1.659 5.355 -2.570
O: -1.905 6.596 -4.476
H: -2.688 9.028 -4.209
H: -1.431 9.700 -3.022
H: -3.147 9.509 -2.613
H: -2.603 7.786 -1.746
H: -2.479 5.021 -1.934
H: -0.730 5.306 -2.002
H: -1.697 4.520 -3.269


No. 8
A structure of composition C37H48Cl2OOsP4 at a distorted geometry, computed with ωB97M-V/def2-TZVPD.

Its HOMO energy (alpha / beta) is -9.85 / -11.88 eV. As for the multiplicity: 5. As for the expectation value of S²: 6.0397. The net charge is +2. The frontier orbital gap (alpha / beta) comes out at 5.1 / 2.7 eV.

CARTESIAN COORDINATES (ANGSTROEM)
P: 1.358 1.078 -3.261
C: 3.041 1.256 -3.960
C: 3.489 0.594 -5.115
H: 2.839 -0.110 -5.635
C: 4.774 0.847 -5.608
H: 5.107 0.346 -6.518
C: 5.628 1.729 -4.941
H: 6.631 1.925 -5.330
C: 5.199 2.355 -3.761
H: 5.866 3.035 -3.229
C: 3.921 2.112 -3.264
H: 3.586 2.591 -2.340
C: 0.683 -0.322 -4.233
C: 0.996 -1.620 -3.776
H: 1.586 -1.742 -2.862
C: 0.579 -2.735 -4.499
H: 0.844 -3.735 -4.152
C: -0.173 -2.576 -5.671
H: -0.495 -3.453 -6.237
C: -0.516 -1.292 -6.104
H: -1.111 -1.161 -7.010
C: -0.103 -0.166 -5.385
H: -0.385 0.830 -5.728
C: 0.486 2.516 -3.986
C: 1.019 3.317 -5.010
H: 2.023 3.128 -5.392
C: 0.255 4.357 -5.550
H: 0.670 4.964 -6.357
C: -1.028 4.621 -5.063
H: -1.625 5.429 -5.492
C: -1.543 3.853 -4.009
H: -2.540 4.061 -3.617
C: -0.785 2.822 -3.456
H: -1.174 2.246 -2.611
Os: 0.149 -0.722 2.579
C: -1.735 -1.470 2.228
C: -2.180 -1.682 0.963
H: -2.370 -1.736 3.086
C: -1.276 -1.205 -0.152
O: -1.932 -0.112 -0.836
H: -1.315 0.283 -1.491
C: -0.051 -0.763 0.540
H: -1.076 -2.019 -0.862
C: 0.851 0.085 0.884
Cl: -0.329 -1.500 4.810
Cl: 2.186 0.205 3.514
P: 1.441 -2.666 2.619
C: 2.352 -3.129 4.138
H: 1.638 -3.362 4.934
H: 2.978 -2.288 4.452
H: 2.989 -4.004 3.941
C: 0.466 -4.162 2.260
H: -0.042 -4.042 1.296
H: -0.287 -4.295 3.046
H: 1.114 -5.049 2.218
C: 2.784 -2.667 1.382
H: 3.452 -1.821 1.581
H: 2.358 -2.564 0.377
H: 3.351 -3.608 1.443
P: -3.821 -2.385 0.589
C: -4.401 -3.274 2.023
C: -3.620 -3.494 -0.805
H: -4.518 -2.578 2.863
H: -3.677 -4.054 2.297
H: -5.369 -3.740 1.796
H: -3.199 -2.950 -1.660
H: -4.596 -3.912 -1.080
H: -2.942 -4.313 -0.529
C: -4.873 -0.993 0.202
H: -5.037 -0.414 1.121
H: -5.834 -1.346 -0.192
H: -4.354 -0.362 -0.532
H: 1.618 0.775 0.567
C: -2.553 2.936 3.855
P: -1.176 1.736 3.576
C: -0.012 2.804 2.634
C: -0.461 1.861 5.267
C: -1.213 1.305 6.324
C: -0.690 1.294 7.611
C: 0.583 1.829 7.856
C: 1.331 2.367 6.803
C: 0.797 2.414 5.513
H: -3.196 3.011 2.969
H: -2.105 3.917 4.065
H: -3.168 2.627 4.712
H: -0.131 3.859 2.926
H: 1.016 2.437 2.754
H: -0.284 2.666 1.577
H: -2.194 0.879 6.123
H: -1.265 0.855 8.426
H: 0.999 1.812 8.866
H: 2.343 2.748 6.976
H: 1.386 2.871 4.718